ORCA calculation (ωB97M-V with the def2-TZVPD basis set) on a molecular structure, C38H35N3O4S4Sc.

Values from the calculation:
Highest occupied orbital energy, eV: -8.78
Charge: +1
Frontier orbital gap, Eh: 0.24217
ΔE to the lowest compared entry with this formula, charge and spin, kJ/mol: 302.8

Atoms and positions in Å:
Sc  0.576  -0.720  -1.002
C  -1.591  -4.580  0.930
C  -0.696  -5.226  0.185
C  0.763  -4.857  0.273
C  0.923  -3.303  0.353
C  0.052  -2.951  1.578
C  -1.121  -3.522  1.825
C  3.118  -2.037  -0.170
C  4.572  -1.958  -0.005
C  5.329  -1.079  -0.672
C  4.741  -0.134  -1.594
C  5.471  0.815  -2.305
C  4.855  1.697  -3.178
C  3.476  1.631  -3.345
C  2.736  0.693  -2.644
C  3.349  -0.217  -1.766
N  2.574  -1.135  -1.097
H  -2.636  -4.858  0.931
H  -0.979  -6.051  -0.456
H  1.162  -5.298  1.191
H  -1.685  -3.250  2.708
H  5.051  -2.666  0.652
H  6.404  -1.072  -0.536
H  6.545  0.855  -2.168
H  5.441  2.419  -3.728
H  2.976  2.305  -4.030
H  1.665  0.649  -2.863
C  -1.156  0.750  -4.236
C  -0.744  -0.680  -4.130
N  -0.287  -1.242  -3.035
C  0.039  -2.576  -3.225
C  -0.169  -3.011  -4.496
S  -0.779  -1.740  -5.458
C  0.544  -3.337  -2.064
C  1.190  -4.495  -2.290
S  1.763  -5.552  -1.040
C  2.393  -2.934  0.564
N  0.285  -2.720  -0.838
C  3.062  -3.727  1.666
H  -1.679  1.045  -3.328
H  -1.812  0.904  -5.090
H  -0.282  1.393  -4.362
H  -0.037  -4.003  -4.889
H  1.380  -4.827  -3.300
H  3.520  -4.656  1.311
H  2.340  -4.000  2.438
H  3.828  -3.148  2.177
C  -4.496  1.731  4.524
C  -3.204  1.165  4.010
C  -2.021  1.335  4.726
C  -0.828  0.792  4.277
C  -0.822  0.079  3.088
C  -1.985  -0.101  2.347
C  -3.168  0.441  2.817
S  0.693  -0.567  2.491
O  0.582  -2.119  2.608
O  1.768  -0.139  3.305
O  0.728  -0.248  1.069
H  -4.345  2.703  4.993
H  -4.922  1.068  5.280
H  -5.231  1.836  3.727
H  -2.031  1.900  5.650
H  0.089  0.922  4.835
H  -1.969  -0.646  1.412
H  -4.078  0.306  2.246
C  -4.792  5.749  1.006
C  -3.655  4.962  0.423
C  -3.123  5.293  -0.819
C  -2.056  4.582  -1.350
C  -1.513  3.538  -0.621
C  -2.032  3.179  0.619
C  -3.099  3.890  1.129
S  -0.162  2.628  -1.316
C  1.128  2.992  -0.136
O  -0.512  1.163  -1.039
H  -5.420  6.176  0.226
H  -4.408  6.574  1.610
H  -5.414  5.130  1.651
H  -3.553  6.110  -1.384
H  -1.655  4.840  -2.323
H  -1.621  2.336  1.161
H  -3.515  3.613  2.090
H  0.777  2.800  0.875
H  1.414  4.036  -0.262
H  1.978  2.354  -0.387

ORCA calculation (ωB97M-V with the def2-TZVPD basis set) on a molecular structure, C20H23CrN6O2S2.

Values from the calculation:
Highest occupied orbital energy (alpha / beta), eV: -7.16 / -7.24
Frontier orbital gap (alpha / beta), Eh: 0.22981 / 0.23300
⟨S²⟩: 3.834
ΔE to the lowest compared entry with this formula, charge and spin, kJ/mol: 76.8
2S+1: 4

Atoms and positions in Å:
Cr  0.062  -0.455  0.406
C  1.219  -4.403  -0.414
C  1.378  -2.926  -0.148
O  0.315  -2.235  0.002
C  2.646  -2.366  -0.091
C  2.903  -0.999  0.038
C  4.322  -0.517  0.110
N  1.928  -0.095  0.082
N  2.309  1.197  0.071
C  1.284  1.996  0.206
O  0.078  1.523  0.314
C  1.555  3.434  0.215
C  0.569  4.360  0.556
C  0.835  5.716  0.547
C  2.097  6.170  0.198
C  3.090  5.257  -0.131
C  2.827  3.905  -0.123
H  0.160  -4.646  -0.441
H  1.707  -4.989  0.361
H  1.676  -4.657  -1.370
H  3.498  -3.023  -0.181
H  5.016  -1.352  0.144
H  4.446  0.099  1.000
H  4.545  0.114  -0.749
H  -0.400  3.980  0.868
H  0.063  6.432  0.807
H  2.303  7.230  0.184
H  4.069  5.611  -0.410
H  3.587  3.182  -0.368
S  -0.310  -0.403  2.708
C  -1.883  -1.074  2.401
S  -2.265  -1.186  0.736
C  -2.745  -1.427  3.422
C  -4.019  -1.936  3.146
N  -5.080  -2.327  2.929
C  -2.414  -1.245  4.769
N  -2.165  -1.057  5.877
N  -3.266  4.187  0.463
C  -3.733  3.110  1.383
C  -2.892  1.856  1.094
N  -2.918  1.479  -0.290
C  -2.565  2.536  -1.184
C  -3.436  3.788  -0.959
H  -2.250  4.307  0.626
H  -3.748  5.070  0.658
H  -4.792  2.929  1.192
H  -3.604  3.428  2.418
H  -3.265  1.026  1.692
H  -1.846  2.029  1.374
H  -3.745  0.961  -0.549
H  -2.674  2.199  -2.214
H  -1.511  2.784  -1.015
H  -4.490  3.556  -1.129
H  -3.131  4.610  -1.607

ORCA calculation (ωB97M-V with the def2-TZVPD basis set) on a molecular structure, C4H4I4.

Values from the calculation:
Highest occupied orbital energy, eV: -8.76
Frontier orbital gap, Eh: 0.30191
ΔE to the lowest compared entry with this formula, charge and spin, kJ/mol: 0.0

Atoms and positions in Å:
C  -1.932  -0.046  0.694
C  -0.632  -0.204  0.864
C  1.347  0.649  -0.710
C  0.486  -0.516  -0.288
I  2.409  1.481  0.943
I  0.062  2.133  -1.556
I  1.748  -2.067  0.622
I  -0.463  -1.403  -2.129
H  -2.531  0.097  1.536
H  -2.492  -0.077  -0.311
H  -0.039  -0.336  1.708
H  2.037  0.290  -1.373

ORCA calculation (ωB97M-V with the def2-TZVPD basis set) on a molecular structure, C21H23BN8OS2SbSe4Tc.

Values from the calculation:
Highest occupied orbital energy (alpha / beta), eV: -13.02 / -13.02
Charge: +2
Frontier orbital gap (alpha / beta), Eh: 0.22855 / 0.22852
ΔE to the lowest compared entry with this formula, charge and spin, kJ/mol: 5.8

Atoms and positions in Å:
Tc  1.730  -0.690  0.207
Se  2.061  -5.409  -0.169
Sb  3.451  -6.295  -1.805
Se  2.284  -2.782  -2.871
Se  3.278  -1.982  -0.897
Se  3.832  -4.374  -3.479
C  4.704  -2.330  2.384
N  4.185  -1.085  2.936
C  4.949  -0.154  3.583
C  4.103  0.810  4.019
N  2.826  0.468  3.655
B  1.667  1.442  4.153
N  0.262  0.875  3.773
C  -0.626  0.312  4.650
C  -1.734  -0.046  3.955
N  -1.512  0.288  2.639
C  -2.433  -0.001  1.550
C  -0.301  0.859  2.573
S  0.612  1.397  1.171
C  2.889  -0.689  2.989
S  1.594  -1.661  2.290
H  5.291  -2.834  3.148
H  5.333  -2.117  1.520
H  3.870  -2.964  2.092
H  6.014  -0.260  3.681
H  4.299  1.708  4.576
H  1.822  2.500  3.617
H  1.725  1.478  5.343
H  -0.391  0.215  5.693
H  -2.655  -0.500  4.271
H  -3.153  -0.729  1.913
H  -1.878  -0.422  0.712
H  -2.947  0.905  1.237
N  -5.151  5.113  -5.608
C  -4.502  4.702  -4.756
C  -3.688  4.169  -3.701
C  -2.326  4.461  -3.663
C  -1.540  3.931  -2.659
C  -2.115  3.101  -1.695
C  -3.482  2.817  -1.731
C  -4.269  3.353  -2.731
C  -1.286  2.526  -0.683
C  -0.573  1.991  0.129
H  -1.893  5.100  -4.419
H  -0.484  4.155  -2.619
H  -3.927  2.184  -0.976
H  -5.328  3.144  -2.770
C  -2.139  -2.416  -3.629
N  -1.241  -1.698  -2.740
C  -0.579  -0.441  -3.088
C  0.336  -0.303  -1.906
O  1.241  0.495  -1.635
N  0.130  -1.302  -1.027
C  -0.748  -2.164  -1.593
N  -1.077  -3.316  -1.032
H  -2.592  -1.703  -4.312
H  -2.941  -2.879  -3.057
H  -1.602  -3.171  -4.205
H  -1.285  0.391  -3.146
H  -0.022  -0.512  -4.024
H  -0.484  -3.647  -0.284
H  -1.582  -4.015  -1.552

no.,total energy (Ha)
1,-4287.64349
2,-3095.78368
3,-1345.52287
4,-12074.89579